DFT (ωB97M-V/def2-TZVPD) results for a gas-phase ion, C2H8N5 (charge +1) in a non-equilibrium geometry.

Its HOMO-LUMO gap (spin up / spin down) is 8.45 / 8.46 eV. As for the HOMO energy (spin up / spin down): -0.47168 / -0.47176 Ha. As for the lowest unoccupied orbital energy (spin up / spin down): -4.38 / -4.38 eV. The calculation puts the energy above the lowest of the compared OMol25 structures with the same formula, charge and spin at 6.267 eV. The net charge is +1.

Each line ends with the natural charge from an NBO analysis.
Cartesian coordinates (Å):
N (-0.562, 1.816, 0.027)  -0.63
N (-1.474, -0.432, 0.382)  -0.73
N (0.346, 0.826, -0.158)  0.05
H (0.543, -1.242, -0.531)  0.24
N (1.557, 1.170, 0.050)  -0.07
H (-1.546, -0.856, 1.241)  0.42
C (2.721, -0.842, -0.025)  -0.04
H (-1.624, 0.693, 0.331)  0.46
H (-0.148, 2.495, 0.666)  0.42
H (-0.551, 2.309, -0.833)  0.41
N (2.394, 0.230, 0.510)  -0.22
H (2.256, -1.265, -0.884)  0.16
H (-2.154, -0.835, -0.204)  0.43
C (-0.184, -0.400, -0.429)  -0.11
H (3.473, -1.524, 0.378)  0.22